One molecule with the formula C9H11N in a non-equilibrium geometry, computed with ωB97M-V/def2-TZVPD.

Geometry as XYZ:
```
21
Properties=species:S:1:pos:R:3:forces:R:3
C 4.176867 0.001351 -0.309372 0.3 -0.8 1.2
C 3.162237 0.504810 -0.991324 -1.9 -0.5 3.7
C 3.663915 -0.471415 1.010989 -2.8 1.7 -1.0
C 1.975671 0.430491 -0.036341 0.2 -0.3 -1.1
C 0.701232 0.716178 -0.395967 0.8 1.1 0.9
C -0.488753 0.676891 0.476050 0.6 1.1 1.2
C -1.500554 -0.115618 0.221964 -1.2 -1.6 -1.0
C -1.340957 -1.295998 -0.707347 -1.9 -0.3 -1.0
C -2.856475 0.122890 0.838023 2.1 -1.4 1.8
N 2.369035 -0.152747 1.206179 2.6 -0.9 -1.3
H 5.210969 -0.006844 -0.574934 0.4 -0.2 -0.2
H 3.145320 1.119229 -1.796826 0.0 1.2 -2.7
H 4.263360 -0.950602 1.749359 0.2 -0.3 0.6
H 0.496570 1.280104 -1.326574 0.5 -0.8 0.2
H -0.574363 1.379356 1.358504 0.3 -0.5 -1.3
H -1.948345 -1.260488 -1.671638 0.7 0.5 1.0
H -1.820444 -2.166043 -0.229799 0.5 0.1 0.1
H -0.326448 -1.520845 -0.986768 0.4 -0.1 0.1
H -3.134251 -0.518433 1.682376 0.1 -0.6 -0.4
H -3.644149 0.168404 0.173587 -1.5 0.1 -1.6
H -2.690686 1.024262 1.317386 -0.4 2.3 0.8
```
Positions in Å, forces in eV/Å.

Output
- SMILES string: CC(C)=C/C=C1/C=CC=N1
- Largest force on an atom: 0.0812 hartree/bohr
- Kohn-Sham gap: 8.62 eV
- LUMO level: -0.3 eV
- Molar mass: 133.2 g mol⁻¹
- E_HOMO: -8.9 eV